A 9-piece molecular cluster, C52H105N3O9P overall. Source: OMol25; level of theory: the ωB97M-V functional and the def2-TZVPD basis.

Geometry (Å):
H 3.20452 6.73630 -6.40438
H -7.97558 -5.54517 -1.87886
H -7.69046 0.54350 -1.29603
H 2.92451 2.64641 0.57367
H -8.36266 -1.07021 -1.52841
H 4.24499 -1.28511 2.92310
C 5.48832 0.57653 4.98483
H 0.08137 3.59266 0.64578
H 1.21777 2.73865 -9.29081
C -0.12954 3.57562 -0.42558
H 7.23386 1.63151 4.45029
H 1.78683 -2.02138 -0.15975
H -7.65780 0.55897 9.08610
H -1.46181 -4.63820 -0.68143
H 2.30476 7.89443 -5.40777
H 3.30220 -3.87951 0.15379
H 7.15130 1.35524 2.04082
H 5.21111 3.88207 -0.97032
C -1.32784 2.64899 -0.64860
H 3.59370 4.31206 0.75435
C 5.41230 -0.63090 -6.43559
H 1.68163 2.92418 -5.50812
H -10.92949 -3.76774 -3.51065
N 4.23978 -1.70638 0.88135
H 6.43364 -1.18189 -3.23863
H 5.48489 1.03842 5.97022
H -6.76824 0.23369 2.17205
H -2.06848 -1.90459 2.98629
H 0.42734 -1.87186 4.17746
H 6.73052 -0.40543 0.15419
H 2.24851 -0.49706 -2.40415
P 4.13455 -3.37974 1.16526
C 0.37428 3.14988 -8.73406
C 5.79380 -0.14842 -0.34615
C -6.37161 -0.08452 1.20650
H 4.79014 2.71742 4.26744
H -4.49893 -5.54594 -1.18267
C -2.32896 2.69548 0.51821
H 3.01763 0.51164 -1.22846
H 5.71561 -4.57943 2.05372
C -3.35804 -1.22816 4.54871
H 0.63858 -0.88867 -0.87201
H 0.65511 1.70718 -6.30407
C 4.99407 0.50301 -7.33688
H -9.75530 -1.49349 6.65140
C -9.38207 -1.14735 7.61212
H 4.38302 -1.34231 -2.52252
H -2.03323 -6.30612 -0.47499
H 3.44438 -3.45564 2.38056
C 7.01312 -0.68115 -2.47072
H 7.07013 -0.16316 2.89733
H 0.11806 5.73731 -4.40277
H -9.50826 -6.35668 -2.25795
C 1.39578 2.49268 -6.46541
C 5.99560 -1.85193 -7.09924
O 5.62119 2.68702 3.78566
H -3.92628 -3.87809 -1.38864
C -4.65586 -1.45638 5.27826
H -11.46576 -3.09709 -1.95670
C -7.54974 -0.51123 -1.06818
H -4.45840 1.00483 2.26281
C -7.90160 -0.87320 7.50852
H -1.84892 2.90333 -1.57160
C 6.26065 1.43343 3.99491
H 0.87672 2.84971 -2.17057
H -0.01796 4.01247 -9.26701
H 2.27801 2.05589 -6.93459
H 4.59777 1.31803 -6.73529
C -3.28765 -4.81880 0.43094
H -4.65349 -2.44295 5.74456
C 1.62530 0.46550 1.79544
H 1.08453 -0.81334 5.43766
H -5.23042 -4.23300 -0.23722
N 5.09858 0.84250 0.55400
H -6.45108 1.98095 0.54490
H 5.66133 -2.23606 -0.56780
H 1.35800 2.11596 -0.60759
H -8.45579 -0.54358 0.88621
H -11.69571 -4.82214 -2.30608
O 0.72024 4.71151 -6.97660
H -2.96928 3.57373 0.42846
H -5.57894 -0.80304 1.43074
H -6.62554 -0.84948 -1.54169
C 1.63177 -0.20950 0.82385
H 4.22733 0.16178 -8.03444
C 1.34626 -1.46615 4.60350
C 2.72717 -0.51991 -1.42438
H 2.80300 4.15791 -1.96232
O -7.29607 -1.03920 6.47534
C 2.22713 5.86131 -4.72907
H 5.39944 2.74090 1.37529
H -3.79077 -2.14344 2.65496
O 3.10217 5.03520 -4.56900
H 3.50710 -2.49195 -1.56364
H -6.15539 -0.22182 8.55411
H 2.40965 -4.25929 6.39245
H 1.95079 4.98506 -0.64921
C -11.03178 -3.96736 -2.44286
H 6.25555 -2.58994 -6.34406
H 1.86143 -0.88487 3.84047
H -0.40489 2.38978 -8.66060
H 6.80457 1.26139 -1.64384
C -5.75678 1.14194 0.54538
H 5.90649 -0.42447 5.07849
C 1.62759 -0.97691 -0.42445
C 4.93711 -1.43076 -0.40418
C 5.18307 0.37161 1.96893
C 6.17436 0.37916 -1.71578
H 1.42725 -2.92607 7.03230
H 5.85179 0.86427 -7.90562
N 5.49761 -4.13804 1.17074
H -3.30109 1.00194 -0.39979
H 1.43634 6.77830 -6.48344
O 5.28687 -0.56055 -5.23275
H -1.29875 -5.44601 0.89300
C -8.92675 -5.44420 -2.39660
C -3.16109 1.40483 0.60356
H -1.75966 2.80694 1.44197
H 4.39157 2.41280 -1.45880
H 6.56878 2.33436 0.16604
C -7.21168 -0.38104 8.75847
C 2.31423 4.01995 -0.99946
C -7.50083 -0.79918 0.42612
H -4.77817 -0.70119 6.04556
C -1.93037 -5.33660 0.01422
H 0.96470 6.86548 -3.31413
H 5.30203 0.62933 -2.31533
O 3.35315 -2.74770 4.63312
H -2.54940 0.70406 1.17472
C 0.81950 3.56674 -7.35511
H 4.44467 0.45178 4.67799
H 0.76939 -3.98448 5.77004
O -2.61450 -0.31440 4.83986
H -7.31466 -1.11737 9.55682
O -3.54871 -4.58635 1.58692
H 7.86628 -0.22189 -2.96081
H -5.49479 -1.39362 4.58652
C -4.50256 1.59339 1.34665
O -9.22186 -3.57935 -0.95147
H 7.38494 -1.43549 -1.77814
C 6.50280 0.73502 2.65588
C 1.02599 5.90115 -3.82140
C 4.90780 -1.13440 2.07140
C -3.02448 -2.18372 3.42895
H -8.74233 -5.30201 -3.46256
C 4.62935 3.03970 -0.59802
H 1.54265 1.15043 2.61027
H -9.56899 -1.91326 8.36627
C 2.29420 6.88610 -5.82777
C 3.92165 -1.48230 -1.54991
H -5.42669 0.92680 -0.46750
H -7.39372 -1.87754 0.54128
C 1.12900 3.04159 -1.12648
H 6.89224 -1.58062 -7.65803
H 4.37050 0.87628 2.48648
H 1.12746 5.11234 -3.08152
H -9.91206 -0.23686 7.89558
C 1.67474 -3.49946 6.13801
C 5.50834 2.27906 0.39260
H 5.26944 -2.28545 -7.78822
H -2.95621 -3.20154 3.81144
C 3.32875 3.51788 0.05899
C 2.23524 -2.58654 5.08086
H -0.96844 1.61795 -0.71375
C -9.67976 -4.25956 -1.83860
H 4.10412 0.79604 0.30663
H -4.58853 2.63945 1.63314
H 5.81726 -1.70539 2.27893
C -4.30259 -4.60481 -0.66650
H -0.34319 4.58084 -0.78779

Cartesian forces (eV/Å) of the 6 atoms listed first:
0.002 -0.008 -0.001
-0.004 0.006 0.010
0.028 0.080 0.013
-0.311 0.197 0.463
-0.067 -0.017 0.012
0.003 -0.122 0.070

Properties
- HOMO level: -10.56 eV
- Charge: +1
- Max |F|: 2.18 eV/A
- Electronic energy: -3226.81334 Ha
- LUMO: -1.45 eV

One molecule with the formula C2H3FIN. Source: OMol25; level of theory: the ωB97M-V functional and the def2-TZVPD basis.

Geometry (Å):
H -0.65068 1.68292 -1.90574
H 0.74310 -0.33113 1.34158
F 1.43406 -2.00991 0.07082
H -0.35039 -1.58667 0.54904
C 0.39271 -0.77509 0.34200
I -0.95581 1.61212 1.40691
N -0.34627 0.83263 -1.47855
C -0.26671 0.57513 -0.32606

Cartesian forces (eV/Å) of the 6 atoms listed first:
-0.566 0.462 0.221
0.120 -1.278 -1.629
-1.314 3.514 -0.693
-0.199 1.618 -0.165
0.044 -1.872 2.918
-0.349 0.456 0.092

Properties
- HOMO level: -10.13 eV
- Charge: 0
- Max |F|: 4.87 eV/A
- Electronic energy: -530.21233 Ha
- Relative energy (zero: lowest compared OMol25 entry of this formula, charge and spin): 56.6 kcal/mol
- LUMO: -0.25 eV

What is the electronic energy in the first record?
-3226.81334 Ha

Among the records above, which one has the lowest charge?
C2H3FIN